The following is a DFT calculation (ωB97M-V with the def2-TZVPD basis set) of a 14-piece molecular cluster, C66H92O28 overall in a non-equilibrium geometry.

XYZ file:
```
186
Properties=species:S:1:pos:R:3:forces:R:3:mulliken_charge:R:1
O 0.4384 7.2841 0.9962 -0.78 -0.86 -0.45 -0.55
C -0.4299 7.2895 0.1370 2.04 2.57 1.60 0.71
O -0.9293 6.2181 -0.4330 -1.85 2.19 -0.51 -0.36
C -0.7222 4.9952 0.1681 0.53 -2.09 -1.03 0.45
C -1.7982 4.0554 -0.3843 0.74 -0.10 0.45 -0.82
C -0.9387 8.6519 -0.3440 -1.49 -1.62 -1.56 -1.12
H -0.7365 4.9882 1.2580 0.15 0.43 -0.03 0.41
H 0.2593 4.7468 -0.2356 0.27 -0.87 0.71 -0.22
H -1.4899 3.0433 -0.1224 -0.35 -0.17 0.26 -0.09
H -1.8481 4.0395 -1.4730 -0.09 0.39 0.10 0.22
H -2.7533 4.3203 0.0694 -0.11 -0.24 -0.20 0.49
H -1.6155 9.1312 0.3634 0.81 0.18 0.48 0.32
H -1.6503 8.4097 -1.1333 -0.03 0.11 -0.44 0.33
H -0.1799 9.2684 -0.8260 0.10 0.02 0.73 0.31
O -3.8073 -1.6148 -3.8198 -0.53 -0.57 -0.40 -0.07
C -4.8474 -1.7673 -4.4441 1.44 0.31 0.79 0.65
O -5.3279 -2.9463 -4.8290 -1.14 0.80 0.34 -0.39
C -4.5008 -4.0782 -4.7032 1.25 -0.71 -0.72 0.70
C -3.8692 -4.2713 -6.0738 -0.28 -0.60 -0.13 -1.24
C -5.7145 -0.6031 -4.7326 -0.47 -0.31 -0.59 -1.42
H -5.0982 -4.9471 -4.4269 -0.11 0.32 0.29 0.57
H -3.6726 -3.8992 -4.0175 -0.47 0.07 0.42 -0.61
H -4.4751 -4.9220 -6.7042 -0.07 0.05 -0.05 0.39
H -2.8962 -4.7515 -5.9705 0.13 0.29 -0.22 0.25
H -3.8421 -3.2940 -6.5559 0.58 -0.17 -0.11 0.31
H -5.1101 0.3039 -4.7235 -0.30 -0.09 0.35 0.29
H -6.4665 -0.6793 -3.9472 -0.17 0.66 0.06 0.31
H -6.2295 -0.6972 -5.6887 -0.02 -0.06 0.05 0.37
O 5.7781 1.1106 0.2634 -0.18 -0.24 1.71 -0.65
C 5.6473 0.4961 1.3262 -1.09 -0.29 -4.10 0.89
O 6.4744 0.4822 2.2913 1.16 -0.89 3.03 -0.38
C 7.3976 1.5080 2.4634 1.27 1.47 -0.57 -0.37
C 6.6681 2.7561 3.0047 0.11 -0.44 -0.08 -0.51
C 4.5367 -0.4781 1.5517 -0.54 0.67 -0.04 1.67
H 8.0049 1.5749 1.5608 -0.59 0.85 -0.57 0.37
H 8.2023 1.1908 3.1267 -0.62 -0.34 0.71 0.30
H 6.4218 2.5249 4.0411 0.40 0.43 0.25 0.26
H 5.6842 2.9628 2.5838 0.14 -0.33 -0.63 -0.12
H 7.2244 3.6838 2.8701 0.19 -0.18 0.37 0.39
H 3.6590 0.1675 1.5804 -0.35 -0.21 -0.22 -1.11
H 4.5849 -0.9514 2.5324 0.14 -0.39 -0.40 0.31
H 4.4504 -1.1116 0.6689 -0.05 -0.15 0.49 -0.80
O 2.6215 -0.8580 4.9040 -0.62 -2.86 -0.17 -0.55
C 2.7205 0.3020 5.0536 1.25 2.45 -0.12 0.19
O 1.8968 1.0775 5.7576 0.63 1.10 -1.28 -0.26
C 0.7398 0.5810 6.3814 -0.53 0.30 1.15 0.64
C 1.1769 0.1145 7.7335 -0.56 -1.58 0.59 -1.47
C 3.8462 1.0973 4.3747 -0.84 0.18 1.02 0.21
H 0.1739 -0.1682 5.8277 0.43 0.00 -0.18 0.03
H 0.1149 1.4611 6.5331 -0.13 0.08 -0.28 0.07
H 1.8140 0.8216 8.2647 -0.13 0.00 -0.12 0.30
H 1.6604 -0.8570 7.6309 0.58 0.13 -0.06 0.31
H 0.3105 -0.1696 8.3308 -0.18 0.46 0.23 0.47
H 3.5504 1.0774 3.3258 0.54 0.26 0.08 -0.66
H 4.8122 0.6399 4.5889 -0.19 -0.29 -0.40 0.48
H 3.8954 2.1180 4.7538 -0.19 0.04 -0.23 0.33
O 2.0606 1.7111 -3.6803 0.65 -1.63 -1.12 -0.52
C 1.4605 2.7199 -3.8878 0.39 2.05 2.01 0.00
O 1.5698 3.5633 -4.9154 -0.89 -0.05 -0.19 -0.39
C 2.2541 3.2335 -6.1313 -0.41 -0.29 -0.21 -0.16
C 1.5489 2.1245 -6.9320 0.54 -0.11 0.64 -1.00
C 0.7077 3.3559 -2.7204 -0.59 0.20 -0.81 -0.41
H 3.2848 3.0000 -5.8646 0.01 -0.19 -0.24 0.24
H 2.2271 4.1587 -6.7069 0.11 0.02 0.18 0.32
H 1.9250 2.1305 -7.9551 0.03 -0.12 0.03 0.44
H 0.4622 2.2029 -6.9624 0.03 0.44 0.06 0.30
H 1.7675 1.1697 -6.4537 0.06 -0.14 -0.20 0.16
H -0.2182 3.8065 -3.0780 -0.24 -0.28 0.11 0.55
H 1.2441 4.2112 -2.3097 0.47 -0.15 -0.08 0.41
H 0.5457 2.5946 -1.9573 -0.17 0.30 -0.35 -0.07
O -0.2135 -2.0215 4.8632 1.06 -2.16 -1.46 -0.76
C 0.3322 -2.6304 3.9249 -0.93 2.48 1.44 -0.01
O 1.0071 -3.7516 3.9594 0.31 0.55 -1.13 0.03
C 1.0233 -4.5396 5.0890 0.37 0.11 1.82 -0.32
C 2.3115 -5.3364 5.0724 -0.09 -1.09 -0.59 -1.24
C 0.2898 -2.1000 2.5425 -0.38 -0.23 -0.29 0.98
H 0.0467 -5.0233 5.1080 0.33 -0.95 0.10 0.41
H 1.0308 -3.9263 5.9901 -0.08 0.28 0.02 0.30
H 3.2065 -4.7965 5.3814 -0.41 0.22 0.63 0.33
H 2.6165 -5.6529 4.0750 -0.55 -0.05 -0.35 0.25
H 2.1604 -6.2669 5.6195 0.34 0.13 0.36 0.37
H 0.7206 -2.7982 1.8248 0.12 0.23 -0.02 -0.18
H 0.7790 -1.1262 2.5222 -0.17 0.01 -0.13 -0.41
H -0.7838 -2.0285 2.3679 0.03 0.47 -0.48 0.13
O -1.4146 0.8152 -2.0323 1.26 2.57 -2.80 -0.39
C -1.4424 0.1323 -1.0792 -1.40 -1.64 0.60 0.34
O -0.4359 -0.2386 -0.3395 0.68 -0.62 1.12 0.67
C 0.9220 0.1123 -0.6172 0.59 -0.04 -0.69 0.43
C 1.3723 1.4048 0.0158 0.02 -1.04 0.47 2.28
C -2.7587 -0.4566 -0.7089 -0.71 -0.29 0.75 -0.53
H 1.2218 0.1349 -1.6649 -0.86 -0.39 -0.28 -0.02
H 1.4859 -0.6762 -0.1188 -0.14 -0.20 -0.32 -0.31
H 0.5929 2.1657 0.0554 0.26 0.00 0.19 -1.06
H 2.2456 1.7234 -0.5535 -0.01 0.34 0.29 -0.84
H 1.6803 1.0059 0.9823 0.05 1.34 0.49 -0.73
H -2.7036 -1.5088 -0.4299 0.05 0.06 0.12 0.10
H -3.4455 -0.3168 -1.5438 0.24 -0.13 -0.04 0.01
H -3.1650 0.1208 0.1215 0.00 -0.12 0.28 0.15
O 2.3781 -3.9995 -0.0727 1.64 -1.29 -2.26 -0.35
C 3.1844 -3.9086 -1.0194 -1.23 2.01 2.41 0.50
O 3.8554 -4.8154 -1.6931 -0.83 -1.03 0.53 -0.37
C 3.6731 -6.2401 -1.4659 0.44 -0.66 -1.51 -0.28
C 2.5178 -6.8292 -2.3541 0.86 0.43 0.74 -0.80
C 3.6373 -2.5318 -1.4254 -1.06 0.80 -0.58 -0.27
H 3.6802 -6.5797 -0.4302 -0.70 0.70 0.19 0.31
H 4.6638 -6.5363 -1.8107 -0.22 -0.67 -0.33 0.31
H 2.6430 -6.5899 -3.4101 0.08 0.47 0.12 0.29
H 1.5592 -6.4647 -1.9848 -0.02 -0.07 -0.11 0.04
H 2.5156 -7.9192 -2.3517 0.05 -0.03 0.49 0.40
H 4.5450 -2.2323 -0.9014 0.03 -0.20 -0.30 0.46
H 2.8172 -1.8524 -1.1930 0.25 -0.04 0.56 -0.59
H 3.6772 -2.3613 -2.5012 0.72 -0.53 -0.03 0.38
O -1.2689 -6.8533 -0.0130 -0.61 2.52 1.69 -0.64
C -1.3400 -5.8615 0.7370 1.10 -2.28 -2.04 0.52
O -1.9242 -4.6829 0.3516 0.51 -1.44 2.64 -0.30
C -2.5174 -4.5644 -0.9026 0.45 0.61 -1.70 -0.28
C -1.4112 -4.0284 -1.8421 -1.09 -0.28 -0.16 0.21
C -0.6229 -5.8344 2.0990 -1.11 0.97 -0.57 -0.62
H -3.3466 -3.8671 -0.7824 0.18 0.40 0.05 0.12
H -3.0083 -5.4499 -1.3063 0.52 -0.51 0.34 0.46
H -0.5687 -4.7186 -1.8841 -0.03 0.04 0.19 -0.03
H -1.0809 -3.0405 -1.5210 0.10 -0.09 -0.01 -0.15
H -1.8252 -3.9594 -2.8480 0.10 0.20 -0.15 -0.03
H 0.3489 -5.3535 1.9868 0.02 -0.05 -0.18 0.07
H -0.5030 -6.8114 2.5672 -0.17 0.01 -0.47 0.39
H -1.2210 -5.1851 2.7384 0.12 -0.01 0.28 0.26
C -6.5761 -1.7572 -0.7867 2.45 1.74 -1.40 0.14
C -6.6105 -2.8121 -1.5577 2.04 -1.29 -1.79 0.26
C -7.5702 -3.8827 -1.5078 -2.13 -0.75 0.50 0.00
O -7.6671 -4.9046 -2.1709 0.87 1.06 0.19 -0.55
C -8.5352 -3.5842 -0.4437 -1.08 0.71 2.11 -0.40
C -8.4933 -2.4946 0.3588 -0.12 -0.52 0.25 -0.38
C -7.4865 -1.4130 0.2303 -1.45 0.58 2.35 -0.10
O -7.3907 -0.4358 0.9893 -0.24 -1.71 -1.48 -0.48
H -5.7467 -1.0974 -0.9947 0.13 0.37 0.29 0.46
H -5.7643 -2.9740 -2.2090 0.04 0.09 -0.38 0.27
H -9.2722 -4.3020 -0.1151 0.00 -0.47 -0.55 0.37
H -9.0879 -2.4702 1.2600 -0.44 0.16 -0.12 0.40
C -4.6933 1.0804 3.2298 -0.28 -1.68 -2.13 -0.30
C -5.1484 1.4547 2.0149 -0.30 0.84 0.48 0.01
C -5.7214 2.8447 1.7827 0.10 -1.04 -2.30 0.03
O -6.1652 3.2713 0.7020 0.86 -1.09 2.17 -0.62
C -5.5658 3.6667 2.9462 0.91 1.38 1.98 -0.31
C -5.0364 3.2822 4.1332 -0.25 0.81 -0.75 -0.08
C -4.6235 1.8955 4.4230 -0.30 0.07 1.87 -0.02
O -4.3135 1.5022 5.5578 -0.36 0.58 -2.21 -0.60
H -4.4679 0.0244 3.2105 0.51 -0.13 0.86 0.47
H -5.1426 0.7199 1.2234 -0.27 0.19 -0.15 0.59
H -5.6844 4.7283 2.7870 -0.47 0.14 0.00 0.40
H -4.8224 4.0338 4.8787 -0.07 -0.03 0.22 0.45
C -0.9951 2.8205 4.2835 0.21 -1.88 -1.79 -0.58
C -0.0295 2.5658 3.3626 -0.47 0.42 0.75 0.12
C 1.2153 3.3659 3.2962 1.00 0.70 1.20 0.27
O 2.1608 3.1974 2.5511 -0.71 -0.40 -0.30 -0.18
C 1.3537 4.3572 4.4081 -0.38 -0.21 1.06 -0.77
C 0.4379 4.4799 5.3676 -0.78 -0.32 0.63 -0.61
C -0.9161 3.8193 5.3338 -0.07 2.52 -0.37 0.00
O -1.8734 4.3000 5.9419 1.22 -1.27 -0.54 -0.60
H -1.8608 2.1851 4.1677 -0.33 0.06 0.52 0.52
H -0.1288 1.7244 2.6928 -0.13 0.08 -0.29 0.72
H 2.2827 4.8493 4.6552 0.34 0.06 -0.91 0.51
H 0.5993 5.0864 6.2465 0.13 0.23 0.00 0.36
C 5.9017 5.9037 -0.7293 -0.27 -0.24 -2.56 -0.55
C 5.7355 5.5795 -2.0628 2.79 2.23 2.66 -0.38
C 4.8825 4.5373 -2.5521 -0.24 1.52 4.87 -0.22
O 4.6212 4.4024 -3.6779 -0.92 -1.23 -4.41 -0.46
C 4.2239 3.8648 -1.4192 -0.78 -1.66 -0.23 -0.43
C 4.3691 4.1247 -0.1223 -0.36 -1.31 0.20 0.86
C 5.2215 5.1820 0.3535 1.09 1.10 0.37 0.25
O 5.4810 5.4659 1.5172 -0.58 -0.55 -0.65 -0.61
H 6.5504 6.6994 -0.3939 0.13 0.11 -0.22 0.43
H 6.3716 6.0997 -2.7637 -0.17 0.18 -0.32 0.41
H 3.6380 3.0209 -1.7524 -0.23 -0.29 0.19 0.42
H 4.0170 3.4289 0.6249 -0.57 0.08 0.06 0.21
C 0.7279 -2.1886 -6.7118 1.80 -0.42 0.68 -0.57
C 1.3531 -2.0004 -5.5204 0.51 -0.54 -1.70 -0.69
C 0.6420 -1.8384 -4.2345 0.91 -0.84 -0.39 0.24
O 1.1893 -2.0539 -3.1493 -1.57 0.68 -1.61 -0.20
C -0.7403 -1.4466 -4.5792 -1.18 1.05 1.47 0.17
C -1.3396 -1.5444 -5.7686 -0.86 -0.14 1.19 -0.41
C -0.7125 -2.2059 -6.8809 -1.58 -0.09 -3.54 0.06
O -1.3087 -2.5488 -7.9514 1.88 0.82 3.37 -0.63
H 1.3256 -2.3133 -7.6026 0.05 -0.20 -0.10 0.43
H 2.4325 -2.0229 -5.5477 0.17 0.02 0.35 0.53
H -1.3049 -0.9006 -3.8379 -0.03 -0.14 0.42 0.36
H -2.3341 -1.1324 -5.8555 -0.09 -0.15 -0.18 0.61
```
Positions in Å, forces in eV/Å.

The molar mass is 1333.4 g mol⁻¹. For the HOMO energy, the calculation gives -9.93 eV. The calculation puts the energy above the lowest of the compared OMol25 structures with the same formula, charge and spin at 3.018 eV. The LUMO energy is -2.36 eV.